No. 1
Entry from the Open Molecules 2025 dataset: a structure of composition C26H29AgFN2O3 (wB97M-V/def2-TZVPD).

Positions of all 62 atoms, in Å:
Ag 0.9252 0.9529 -0.1503
C -6.7973 0.7929 0.6887
C -6.3565 -0.5537 0.1288
C -6.8898 -1.6861 0.9970
C -6.5081 -3.0324 0.4069
C -5.0197 -3.1004 0.1883
C -4.3689 -4.3160 0.1727
C -2.9984 -4.3671 -0.0337
F -2.3996 -5.5824 -0.0395
C -2.2551 -3.2383 -0.2236
C -2.8931 -1.9955 -0.2076
C -2.0567 -0.7848 -0.4251
O -0.8582 -0.9085 -0.6651
C -2.7839 0.4591 -0.3689
C -4.1253 0.4356 -0.1849
N -4.8908 -0.6677 0.0271
C -4.2772 -1.9194 0.0044
C -2.1688 1.8578 -0.5110
O -2.9236 2.7365 -0.9418
O -0.9748 1.9977 -0.1280
H -7.8703 0.7531 0.8808
H -6.6177 1.6188 0.0037
H -6.2846 1.0025 1.6290
H -6.7804 -0.6705 -0.8766
H -7.9741 -1.5919 1.0707
H -6.4761 -1.5806 2.0047
H -7.0290 -3.1678 -0.5466
H -6.8236 -3.8496 1.0578
H -4.9174 -5.2379 0.3244
H -1.1857 -3.2660 -0.3853
H -4.6238 1.3923 -0.2183
C 7.6308 2.3500 -0.3691
C 6.1322 2.5353 -0.4100
C 5.5908 3.7830 -0.6740
C 4.1981 3.9247 -0.7101
C 3.5703 5.2661 -0.9984
C 3.3943 2.8312 -0.4827
C 3.8937 1.5257 -0.2038
C 5.3111 1.4358 -0.1817
N 2.9990 0.5243 0.0079
C 3.4288 -0.8392 0.3247
C 2.1696 -1.6866 0.5220
C 4.2058 -0.9210 1.6534
C 4.2033 -1.4970 -0.8338
H 8.1479 3.2955 -0.5376
H 7.9601 1.6437 -1.1353
H 7.9530 1.9549 0.5974
H 6.2354 4.6383 -0.8507
H 4.3305 6.0379 -1.1268
H 2.9076 5.5712 -0.1860
H 2.9672 5.2278 -1.9080
H 2.3149 2.9574 -0.5104
H 5.8026 0.4964 0.0154
H 1.5585 -1.2845 1.3343
H 2.4429 -2.7162 0.7745
H 1.5595 -1.7008 -0.3830
H 3.5676 -0.5425 2.4550
H 5.1185 -0.3313 1.6553
H 4.4650 -1.9596 1.8807
H 3.5683 -1.4970 -1.7223
H 4.4542 -2.5338 -0.5896
H 5.1215 -0.9724 -1.0860

## Properties
ΔE to the lowest compared entry with this formula, charge and spin in kJ/mol: 1.27
Total charge: -1
Frontier orbital gap in eV: 5.6

No. 2
Entry from the Open Molecules 2025 dataset: a structure of composition C29H42N3O5PTl in a non-equilibrium geometry (wB97M-V/def2-TZVPD).

Positions of all 81 atoms, in Å:
Tl -1.0881 1.6448 -2.4664
O -0.3761 -3.0124 -2.2250
C -0.3088 -1.8227 -2.2766
O -1.0733 -0.8937 -2.3624
C 1.8778 -0.4909 -2.7642
C 3.2927 -0.5833 -2.7193
C 4.0595 0.3721 -3.3310
C 3.4200 1.4080 -4.0137
C 2.0412 1.4197 -4.0246
N 1.2834 0.5201 -3.4054
H 3.7237 -1.4146 -2.1859
H 5.1415 0.3236 -3.2800
H 3.9873 2.1843 -4.5030
H 1.4852 2.1950 -4.5358
O 1.2206 -1.4194 -2.1335
P 0.5206 -0.4400 0.7198
C -1.0109 -0.6915 1.8033
C -1.6954 -1.9483 1.2551
C -2.9954 -2.2058 2.0077
C -2.7345 -2.5167 3.4901
C -1.3406 -2.0670 3.9214
C -1.0012 -0.6960 3.3443
C 2.0353 -1.3177 1.4626
C 2.1836 -1.4953 2.9727
C 3.3490 -2.4335 3.2816
C 3.0422 -3.8581 2.7954
C 1.9802 -3.8511 1.6905
C 2.1714 -2.6768 0.7405
C 0.8487 1.4049 0.9841
C 1.1647 1.9972 2.3678
C 2.6248 2.4223 2.4713
C 2.8925 3.5764 1.5040
C 2.2343 3.3162 0.1387
C 1.9083 1.8380 -0.0356
H -1.6190 0.1610 1.4743
H -1.0337 -2.8144 1.3248
H -1.9064 -1.8005 0.1955
H -3.5393 -3.0302 1.5426
H -3.6191 -1.3131 1.9230
H -2.8321 -3.5891 3.6726
H -3.4792 -2.0117 4.1089
H -0.6077 -2.7991 3.5868
H -1.2864 -2.0288 5.0125
H -0.0431 -0.3640 3.7396
H -1.7531 0.0107 3.7045
H 2.8609 -0.6766 1.1248
H 1.2899 -1.9345 3.4043
H 2.3600 -0.5295 3.4494
H 3.5357 -2.4408 4.3587
H 4.2557 -2.0590 2.8016
H 2.6842 -4.4704 3.6291
H 3.9592 -4.3170 2.4177
H 0.9877 -3.7934 2.1386
H 2.0209 -4.7837 1.1256
H 1.4413 -2.7432 -0.0697
H 3.1606 -2.7575 0.2827
H -0.1061 1.8310 0.6433
H 0.9181 1.2949 3.1591
H 0.5447 2.8844 2.5224
H 3.2675 1.5755 2.2329
H 2.8556 2.7309 3.4942
H 3.9697 3.7157 1.3866
H 2.4898 4.4961 1.9356
H 2.8870 3.6497 -0.6698
H 1.3033 3.8791 0.0596
H 2.8212 1.2491 0.0702
H 1.5279 1.6589 -1.0410
C -7.1843 2.2322 -3.5417
N -5.8228 2.2493 -4.0062
C -5.4802 2.6553 -5.2481
C -4.1975 2.6828 -5.6584
C -3.1659 2.2759 -4.7180
O -1.9496 2.3108 -4.9923
N -3.5568 1.8718 -3.4926
C -4.8151 1.8451 -3.0733
O -5.1807 1.5310 -1.9532
H -7.8425 2.6965 -4.2771
H -7.2459 2.7752 -2.5952
H -7.5081 1.2044 -3.3504
H -6.3028 2.9748 -5.8805
H -3.9282 3.0265 -6.6428

## Properties
ΔE to the lowest compared entry with this formula, charge and spin in kJ/mol: 220.33
Total charge: -1
Frontier orbital gap in eV: 7.8

No. 3
Entry from the Open Molecules 2025 dataset: a cluster of 5 separate species, C2H13NO4 in total in a non-equilibrium geometry (wB97M-V/def2-TZVPD).

Positions of all 20 atoms, in Å:
C -1.2260 -1.0660 -1.3609
C -1.2754 1.3151 -1.4914
N -0.8222 0.2149 -1.8908
H -1.8228 -0.9281 -0.4519
H -0.3983 -1.7085 -1.0770
H -1.8858 -1.5038 -2.1048
H -1.2838 2.1890 -2.1390
H -1.7904 1.4257 -0.5255
H 1.1489 -0.1605 2.3384
H 1.2924 -0.2656 3.8358
O 0.6340 -0.1584 3.1426
H 1.8279 0.4971 -0.2085
H 2.6501 -0.5346 0.6399
O 2.0301 0.1920 0.6881
H -1.0788 -0.7467 2.3405
H -2.2901 -1.5547 2.7949
O -1.8261 -1.2637 2.0040
H 0.8862 0.8161 -2.1984
H 2.2376 0.7283 -2.8987
O 1.8335 1.0688 -2.0930

## Properties
ΔE to the lowest compared entry with this formula, charge and spin in kJ/mol: 107.78
SMILES string: C=NC.O.O.O.O
Frontier orbital gap in eV: 10.4

No. 4
Entry from the Open Molecules 2025 dataset: a structure of composition C8H13AuNO3PSe (wB97M-V/def2-TZVPD).

Positions of all 28 atoms, in Å:
Au 0.4084 -0.8901 -1.3635
C -0.8469 -0.6379 3.9329
O -0.4411 -1.6612 3.0436
P -0.1330 -1.2674 1.4634
O 1.4727 -1.0826 1.4672
C 2.3113 -1.9516 2.2192
O -0.1540 -2.8124 0.9111
C -1.3289 -3.5862 1.0258
H -0.6951 -1.0207 4.9442
H -1.9041 -0.4044 3.7934
H -0.2664 0.2774 3.7946
H 3.2622 -1.4372 2.3493
H 2.4684 -2.8867 1.6808
H 1.8724 -2.1755 3.1937
H -1.0715 -4.6008 0.7203
H -2.1240 -3.2024 0.3830
H -1.6767 -3.5917 2.0589
Se -0.3893 1.2655 -0.7773
C -0.1930 2.3291 -2.3502
C -0.2674 3.7120 -2.2279
C -0.1466 4.4812 -3.3700
N 0.0362 3.9736 -4.5780
C 0.0980 2.6590 -4.6885
C -0.0024 1.7909 -3.6153
H -0.4029 4.1602 -1.2562
H -0.1927 5.5612 -3.3182
H 0.2360 2.2793 -5.6920
H 0.0699 0.7186 -3.7438

## Properties
Frontier orbital gap in eV: 6.8

Q: frontier orbital gap of number 1 (C26H29AgFN2O3)?
A: 5.6 eV

Q: The highest frontier orbital gap belongs to which entry?
A: C2H13NO4

Q: What is the formula in the second record?
A: C29H42N3O5PTl